A 15-piece molecular cluster, C60H104O23 overall at a distorted geometry. Source: OMol25; level of theory: ωB97M-V/def2-TZVPD.

HOMO energy	-9.5414	eV
electronic energy	-4078.99268	a.u.
energy relative to the best compared isomer or geometry (same formula, charge and spin)	0.103	eV
frontier orbital gap	9.5	eV

Atoms and positions in Å:
C1 0.0795 1.0931 -9.5579
C2 -0.5857 1.7244 -8.3442
C3 -1.1008 3.0585 -8.7884
O1 -0.5888 3.2377 -10.0799
C4 0.4757 2.3269 -10.3090
H1 -0.6359 0.4667 -10.0908
H2 0.9194 0.5197 -9.1657
H3 0.0668 1.8948 -7.4879
H4 -1.4111 1.1412 -7.9359
H5 -0.8189 3.9137 -8.1743
H6 -2.1629 2.8403 -8.9003
H7 1.4073 2.7827 -9.9735
H8 0.5949 2.1129 -11.3711
C5 5.0618 3.6958 -15.1670
C6 4.1249 4.6161 -14.4389
C7 5.1288 5.1717 -13.4219
O2 6.2726 5.3936 -14.2452
C8 6.3535 4.4324 -15.2794
H9 4.6326 3.5571 -16.1593
H10 5.1850 2.6852 -14.7776
H11 3.2356 4.1358 -14.0308
H12 3.7811 5.4102 -15.1017
H13 5.2888 4.5496 -12.5413
H14 4.8348 6.1247 -12.9822
H15 7.1643 3.7117 -15.1734
H16 6.4258 4.9576 -16.2318
C9 3.4043 7.9951 -6.1554
C10 2.6081 9.1805 -6.6746
C11 2.4806 10.0493 -5.4129
O3 3.6333 9.7099 -4.6954
C12 4.0674 8.3867 -4.8729
H17 4.0847 7.6033 -6.9115
H18 2.7086 7.2063 -5.8691
H19 1.7365 8.8455 -7.2369
H20 3.1053 9.7898 -7.4293
H21 1.6457 9.7879 -4.7628
H22 2.4127 11.1130 -5.6409
H23 3.7851 7.8000 -3.9987
H24 5.1452 8.3426 -5.0289
C13 -1.2775 7.9887 -6.1721
C14 -1.4658 7.3204 -4.8179
C15 -0.7122 5.9897 -4.9716
O4 -1.0794 5.5608 -6.2421
C16 -1.1166 6.7395 -7.0406
H25 -0.3458 8.5538 -6.1992
H26 -2.0748 8.6660 -6.4783
H27 -2.5161 7.2041 -4.5506
H28 -1.0520 7.9544 -4.0338
H29 -1.1414 5.2933 -4.2513
H30 0.3470 6.0879 -4.7336
H31 -1.8948 6.5642 -7.7835
H32 -0.2498 6.7292 -7.7014
C17 3.8528 3.2336 -5.8346
C18 3.0826 3.8580 -6.9845
C19 1.8893 4.4935 -6.2773
O5 2.2881 4.7201 -4.9631
C20 3.6291 4.3306 -4.8389
H33 4.8840 2.9831 -6.0836
H34 3.4182 2.2786 -5.5393
H35 2.7990 3.0897 -7.7037
H36 3.6347 4.6608 -7.4733
H37 0.9954 3.8718 -6.3287
H38 1.7418 5.3744 -6.9020
H39 3.9911 3.9434 -3.8865
H40 4.2849 5.1766 -5.0444
C21 4.7280 0.6424 -11.3799
C22 4.0300 1.7735 -10.5761
C23 5.1032 2.6714 -10.0138
O6 6.3464 2.2511 -10.6822
C24 6.0560 1.2535 -11.7139
H41 4.2116 0.3749 -12.3018
H42 4.7705 -0.2686 -10.7830
H43 3.3970 1.3556 -9.7933
H44 3.3438 2.4309 -11.1099
H45 5.1521 2.5583 -8.9308
H46 4.9506 3.7269 -10.2392
H47 6.8648 0.5255 -11.6503
H48 6.0435 1.6509 -12.7288
C25 1.4540 5.9862 -16.8581
C26 2.0796 5.0180 -17.8037
C27 0.8363 4.4374 -18.5739
O7 -0.2159 5.4468 -18.4424
C28 0.2441 6.5678 -17.6298
H49 2.1586 6.7763 -16.5983
H50 1.1509 5.4521 -15.9576
H51 2.7091 4.2629 -17.3329
H52 2.6502 5.5602 -18.5576
H53 0.5196 3.5076 -18.1015
H54 1.1563 4.3690 -19.6136
H55 -0.5521 6.8178 -16.9285
H56 0.5639 7.4410 -18.1984
O8 -5.4111 7.9092 -11.3929
C29 -4.8091 6.8455 -11.3005
O9 -5.4631 5.6297 -11.3836
C30 -4.5405 4.5057 -11.2148
C31 -3.4202 5.1791 -10.4308
C32 -3.3444 6.5960 -10.9455
H57 -4.2683 4.0598 -12.1714
H58 -4.9855 3.7482 -10.5697
H59 -2.4616 4.6809 -10.5756
H60 -3.6134 5.2014 -9.3583
H61 -2.8358 6.5927 -11.9095
H62 -2.8981 7.2993 -10.2423
O10 9.1303 6.9030 -7.5498
C33 8.1850 6.5953 -8.2662
O11 8.2551 6.5042 -9.5688
C34 7.0267 6.2375 -10.1622
C35 6.0051 6.7706 -9.1691
C36 6.7138 6.5478 -7.8341
H63 6.8663 5.1631 -10.2520
H64 6.9854 6.6362 -11.1759
H65 5.0949 6.2001 -9.3539
H66 5.7501 7.8296 -9.2085
H67 6.5182 5.5411 -7.4647
H68 6.5316 7.3516 -7.1209
O12 0.5158 9.7491 -9.3322
C37 -0.6999 10.0831 -9.2306
O13 -1.6543 9.2419 -9.7493
C38 -2.9569 9.6530 -9.3855
C39 -2.7819 11.0747 -8.8128
C40 -1.3066 11.2228 -8.4282
H69 -3.3151 8.9813 -8.6053
H70 -3.6593 9.5731 -10.2151
H71 -3.4656 11.1367 -7.9662
H72 -3.1428 11.8271 -9.5141
H73 -1.0132 11.0739 -7.3891
H74 -0.9658 12.2230 -8.6957
O14 -2.6040 5.4681 -14.2851
C41 -1.8522 4.5049 -14.2653
O15 -0.8694 4.4190 -13.4029
C42 -0.0470 3.2913 -13.7006
C43 -0.4469 2.8341 -15.1069
C44 -1.9190 3.2510 -15.1535
H75 -0.2692 2.4975 -12.9874
H76 0.9905 3.6253 -13.6900
H77 -0.2268 1.7748 -15.2400
H78 0.1921 3.3962 -15.7879
H79 -2.5457 2.5174 -14.6464
H80 -2.2754 3.4824 -16.1573
O16 -2.2948 8.9190 -17.6268
C45 -2.5201 8.8485 -16.4456
O17 -1.5483 9.0141 -15.5627
C46 -1.9312 8.8457 -14.2214
C47 -3.4124 9.1135 -14.2613
C48 -3.8480 8.7101 -15.6870
H81 -1.3680 9.3654 -13.4463
H82 -1.6369 7.8066 -14.0737
H83 -3.7647 10.1203 -14.0371
H84 -3.8841 8.4491 -13.5372
H85 -4.6753 9.3283 -16.0357
H86 -4.0498 7.6418 -15.7650
O18 2.9454 5.1254 -10.2244
C49 2.2056 5.8265 -10.9092
O19 2.3969 5.9901 -12.2437
C50 1.5515 6.9120 -12.8634
C51 0.5236 7.1983 -11.7697
C52 1.0492 6.6020 -10.4272
H87 1.0240 6.5658 -13.7522
H88 2.0828 7.8350 -13.0957
H89 -0.4682 6.8036 -11.9904
H90 0.4369 8.2729 -11.6093
H91 0.3314 5.8524 -10.0940
H92 1.3430 7.3112 -9.6533
O20 8.0000 8.1014 -15.9647
C53 6.7929 8.0867 -15.9643
O21 6.1296 7.7328 -17.0950
C54 4.7485 7.6451 -16.8589
C55 4.5649 8.6285 -15.7020
C56 5.8223 8.4961 -14.8272
H93 4.4144 6.6201 -16.6978
H94 4.2824 8.0599 -17.7527
H95 3.6996 8.2286 -15.1734
H96 4.3602 9.6598 -15.9892
H97 5.7974 7.7052 -14.0776
H98 6.1036 9.4313 -14.3430
O22 6.8454 9.8277 -12.0123
C57 5.6588 10.2102 -11.8197
O23 4.7373 9.4815 -11.1463
C58 3.4758 10.0965 -11.2379
C59 3.6145 11.1074 -12.3476
C60 5.0300 11.5432 -12.2062
H99 3.1589 10.5445 -10.2961
H100 2.7296 9.3907 -11.6028
H101 2.9070 11.9343 -12.2860
H102 3.4157 10.5904 -13.2863
H103 5.2001 12.3179 -11.4586
H104 5.4122 11.8835 -13.1686

---

A 6-piece molecular cluster, C3H18O6 overall at a distorted geometry. Source: OMol25; level of theory: ωB97M-V/def2-TZVPD.

charge	+1
HOMO energy (alpha / beta)	-15.0217 / -14.9113	eV
electronic energy	-576.16497	a.u.
energy relative to the best compared isomer or geometry (same formula, charge and spin)	0.000	eV
spin multiplicity	2
frontier orbital gap (alpha / beta)	12.2 / 5.7	eV
expectation value of S²	0.7544

Atoms and positions in Å:
O1 -0.4161 2.7135 -1.7757
H1 -0.4543 1.7866 -2.0117
H2 -0.9409 3.1533 -2.4446
O2 -0.9627 -1.1460 2.5114
H3 -0.3203 -0.5626 2.1073
H4 -1.3566 -1.6153 1.7760
O3 -2.5106 0.0867 -0.9006
H5 -2.9701 -0.5100 -1.4913
H6 -2.7289 0.9606 -1.2245
O4 -1.2218 -3.7792 -0.8456
H7 -1.9969 -4.2230 -0.5016
H8 -0.8785 -4.3763 -1.5103
O5 -0.3315 -1.2213 -1.4407
H9 -1.0724 -0.7438 -1.0674
H10 -0.4071 -2.1036 -1.0774
C1 1.2560 1.3913 2.1204
C2 1.1618 0.6343 0.8084
C3 2.1283 1.3418 -0.1993
O6 1.6390 -0.6837 0.8350
H11 0.4147 1.0643 2.7315
H12 1.1271 2.4710 2.0443
H13 2.2516 1.2545 2.5426
H14 0.1514 0.6902 0.4035
H15 3.1087 0.8654 -0.1936
H16 2.2334 2.4054 0.0149
H17 1.6828 1.1786 -1.1806
H18 1.4139 -1.0327 -0.0305

---

A single C12H23N3O3 molecule. Source: OMol25; level of theory: ωB97M-V/def2-TZVPD.

SMILES	CN(C)CCCNC(=O)C(=O)NC[C@H]1CCCO1
HOMO energy	-8.3634	eV
electronic energy	-861.05992	a.u.
energy relative to the best compared isomer or geometry (same formula, charge and spin)	1.029	eV
frontier orbital gap	9.2	eV

Atoms and positions in Å:
C1 6.7862 -0.0666 0.0614
N1 5.6112 -0.9080 0.1058
C2 5.3464 -1.3907 1.4431
C3 4.4528 -0.3500 -0.5605
C4 3.8560 0.9281 0.0556
C5 2.6976 1.4787 -0.7779
N2 1.5541 0.6018 -0.7747
C6 0.4179 0.8474 -0.1158
O1 0.1518 1.8520 0.5201
C7 -0.5758 -0.3109 -0.2598
O2 -0.2903 -1.3253 -0.8765
N3 -1.7234 -0.0752 0.3795
C8 -2.8639 -0.9504 0.3371
C9 -4.0400 -0.2854 -0.3967
C10 -5.2561 -1.2258 -0.5068
C11 -6.4212 -0.3560 -0.0318
C12 -5.7105 0.6062 0.9177
O3 -4.4673 0.8747 0.3044
H1 7.6483 -0.6596 0.3671
H2 6.7251 0.8111 0.7227
H3 6.9463 0.2742 -0.9601
H4 6.1924 -1.9972 1.7670
H5 4.4567 -2.0179 1.4292
H6 5.2014 -0.5857 2.1792
H7 4.7454 -0.1417 -1.5948
H8 3.6905 -1.1344 -0.5774
H9 4.6271 1.6976 0.1162
H10 3.4963 0.7214 1.0647
H11 3.0235 1.6388 -1.8109
H12 2.3571 2.4291 -0.3582
H13 1.6076 -0.2988 -1.2348
H14 -1.8370 0.8438 0.7917
H15 -3.1693 -1.1991 1.3589
H16 -2.5577 -1.8584 -0.1880
H17 -3.6906 0.0508 -1.3807
H18 -5.3926 -1.5929 -1.5207
H19 -5.1240 -2.0808 0.1574
H20 -7.2061 -0.9260 0.4588
H21 -6.8490 0.1982 -0.8672
H22 -6.2251 1.5582 1.0510
H23 -5.5616 0.1381 1.9023

---

C24H23BBaN4O5S3Te as an isolated structure. Source: OMol25; level of theory: ωB97M-V/def2-TZVPD.

charge	-2
HOMO energy	-1.5513	eV
electronic energy	-3036.74196	a.u.
energy relative to the best compared isomer or geometry (same formula, charge and spin)	0.160	eV
frontier orbital gap	5.4	eV

Atoms and positions in Å:
Ba1 -0.4400 -0.7409 1.0636
N1 4.2545 -5.3746 1.7237
C1 2.9739 -5.0023 2.1639
C2 1.8519 -5.4307 1.4544
C3 0.5932 -4.9797 1.7983
C4 0.4429 -4.1087 2.8681
C5 1.5399 -3.7238 3.6208
C6 2.7989 -4.1845 3.2768
S1 -1.1577 -3.4125 3.1665
O1 -1.9209 -4.2737 4.0465
O2 -1.7619 -3.2230 1.8387
N2 -0.7299 -2.0195 3.7860
C7 -1.6902 -1.1593 4.2217
S2 -3.2547 -1.6126 4.9070
C8 -3.6361 0.0711 5.0613
C9 -2.6159 0.8171 4.5916
N3 -1.5141 0.1354 4.1292
H1 4.3157 -5.2058 0.7245
H2 4.9637 -4.8046 2.1637
H3 1.9849 -6.0573 0.5813
H4 -0.2682 -5.2430 1.1989
H5 1.4101 -3.0169 4.4275
H6 3.6675 -3.8346 3.8242
H7 -4.5835 0.4060 5.4501
H8 -2.6047 1.8967 4.5338
O3 3.5569 -3.4220 -0.4665
C10 2.6428 -2.7015 -0.1320
N4 1.7510 -1.9955 0.1961
C11 -8.6535 1.7898 -2.0118
C12 -8.4029 1.2847 -0.5896
C13 -9.3440 0.0994 -0.3354
C14 -8.7503 2.4213 0.3828
C15 -6.9503 0.8489 -0.3764
C16 -6.5624 0.3600 0.8731
C17 -5.2550 -0.0433 1.1473
C18 -4.3387 0.0577 0.1272
O4 -3.0153 -0.2515 0.1047
B1 -2.4699 0.0692 -1.2258
O5 -3.6221 0.5492 -1.9472
C19 -4.7015 0.5393 -1.1184
C20 -5.9921 0.9390 -1.3951
H9 -9.7007 2.0868 -2.1124
H10 -8.4477 1.0145 -2.7519
H11 -8.0316 2.6571 -2.2395
H12 -10.3862 0.3970 -0.4885
H13 -9.2436 -0.2754 0.6836
H14 -9.1143 -0.7218 -1.0173
H15 -9.7875 2.7417 0.2425
H16 -8.0953 3.2781 0.2145
H17 -8.6264 2.1071 1.4194
H18 -7.2948 0.2912 1.6692
H19 -4.9635 -0.4122 2.1233
H20 -6.2306 1.3148 -2.3799
Te1 -0.1188 2.6377 2.1580
C21 0.1615 3.8922 0.4985
C22 -0.3032 3.7417 -0.7798
C23 0.0553 4.8074 -1.6552
C24 0.7925 5.7733 -1.0444
S3 1.0638 5.3674 0.6092
H21 -0.8901 2.8827 -1.0762
H22 -0.2369 4.8548 -2.6965
H23 1.1803 6.6826 -1.4769

---

A 10-piece molecular cluster, C20H36BNO40S8 overall at a distorted geometry. Source: OMol25; level of theory: ωB97M-V/def2-TZVPD.

HOMO energy	-8.4891	eV
electronic energy	-7058.07257	a.u.
energy relative to the best compared isomer or geometry (same formula, charge and spin)	9.835	eV
frontier orbital gap	6.9	eV

Atoms and positions in Å:
N1 -0.0129 0.0310 1.1525
H1 -0.6581 0.6756 0.7185
H2 0.4515 0.5215 1.9033
H3 0.6897 -0.3141 0.5142
H4 -0.5586 -0.7551 1.4757
O1 3.0483 -5.9989 1.0225
C1 2.9187 -6.4208 -0.0852
O2 3.8566 -7.1406 -0.6138
B1 3.4728 -7.3428 -2.0267
O3 2.1719 -6.6859 -2.2679
C2 1.8593 -6.0848 -1.1297
O4 0.9125 -5.3516 -0.8481
O5 4.4890 -6.6777 -2.8848
C3 5.0169 -7.6650 -3.6942
O6 5.9725 -7.5873 -4.4455
C4 4.2630 -9.0445 -3.4010
O7 3.4309 -8.8054 -2.3813
O8 4.5505 -10.0819 -4.0551
C5 8.1391 -3.5961 2.8835
C6 7.5193 -3.5639 4.3475
O9 7.2610 -2.2452 4.5978
S1 6.8318 -1.3892 3.2573
O10 7.4291 -0.0598 3.1908
O11 5.3336 -1.5273 3.1526
O12 7.6579 -2.3512 2.2558
H5 7.7307 -4.4216 2.3005
H6 9.2164 -3.7348 2.9749
H7 8.2614 -3.9820 5.0277
H8 6.5770 -4.0892 4.1916
C7 -4.0910 -6.3392 6.6467
C8 -3.5678 -6.8701 5.3255
O13 -4.1132 -6.1165 4.3156
S2 -4.7791 -4.7508 4.9202
O14 -6.2433 -4.8499 4.9179
O15 -4.0983 -3.5529 4.4031
O16 -4.2634 -5.0147 6.4848
H9 -3.2396 -6.3893 7.3254
H10 -4.9760 -6.8177 7.0662
H11 -3.9115 -7.9031 5.2725
H12 -2.4898 -6.8439 5.1659
C9 1.1772 -3.2290 -6.9192
C10 1.7880 -1.9343 -7.6468
O17 1.6871 -0.8539 -6.6122
S3 0.3465 -1.1297 -5.6339
O18 -0.8057 -0.2709 -5.9207
O19 0.6806 -1.3540 -4.1891
O20 0.0724 -2.6385 -6.1570
H13 1.8624 -3.6529 -6.1851
H14 0.6356 -3.9660 -7.5123
H15 1.0686 -1.8336 -8.4595
H16 2.7947 -2.1214 -8.0206
C11 4.0846 5.2560 -3.2883
C12 4.0067 5.9557 -1.8411
O21 4.7702 5.0553 -1.1201
S4 4.8418 3.4928 -1.7236
O22 3.6622 2.7420 -1.4911
O23 6.0933 2.8616 -1.4151
O24 4.9035 4.1186 -3.2420
H17 4.5002 5.8820 -4.0779
H18 3.0343 5.1294 -3.5509
H19 3.0342 6.0696 -1.3622
H20 4.5428 6.9035 -1.7921
C13 -5.3051 -4.9511 -1.6063
C14 -4.2746 -4.7641 -2.7980
O25 -3.9122 -3.3596 -2.7200
S5 -5.0865 -2.3143 -1.9424
O26 -5.7838 -1.5216 -2.9434
O27 -4.4367 -1.6346 -0.7906
O28 -5.9281 -3.6842 -1.3673
H21 -5.0507 -5.4900 -0.6937
H22 -6.1963 -5.4492 -1.9882
H23 -4.8180 -4.9756 -3.7189
H24 -3.3265 -5.2888 -2.6801
C15 -1.6724 7.2987 -4.2251
C16 -2.6782 7.7105 -3.1339
O29 -2.6214 6.6496 -2.1543
S6 -2.5258 5.2081 -2.9201
O30 -3.7947 5.0375 -3.6050
O31 -2.0012 4.1855 -1.9983
O32 -1.3718 5.9635 -3.8916
H25 -0.8929 8.0262 -4.4513
H26 -2.2573 7.2989 -5.1448
H27 -3.5822 7.9114 -3.7088
H28 -2.3677 8.6302 -2.6381
C17 2.0490 9.2701 4.0961
C18 2.0103 8.8457 5.5158
O33 1.4509 7.5952 5.6241
S7 0.9974 7.0269 4.1226
O34 -0.3978 7.4647 3.8677
O35 1.2550 5.6492 3.9725
O36 2.0889 7.9973 3.4213
H29 3.0362 9.7050 3.9400
H30 1.2180 9.8855 3.7513
H31 1.4253 9.5449 6.1133
H32 3.0526 8.8367 5.8345
C19 -7.9369 3.1716 1.8129
C20 -8.0225 4.2529 2.7895
O37 -6.7319 4.5013 3.1850
S8 -5.8051 3.0950 3.4697
O38 -5.9885 2.6400 4.8752
O39 -4.4066 3.1645 3.0193
O40 -6.9295 2.3699 2.4171
H33 -7.4292 3.4465 0.8883
H34 -8.8872 2.7107 1.5434
H35 -8.5202 3.8434 3.6686
H36 -8.4831 5.1497 2.3753

---

A single C6H8 molecule. Source: OMol25; level of theory: ωB97M-V/def2-TZVPD.

SMILES	C#CCC1CC1
HOMO energy	-9.7718	eV
electronic energy	-233.31093	a.u.
energy relative to the best compared isomer or geometry (same formula, charge and spin)	2.070	eV
frontier orbital gap	10.9	eV

Atoms and positions in Å:
C1 2.4960 -1.2363 -0.4993
C2 1.7502 -0.8103 0.3439
C3 0.7208 -0.0197 1.0165
C4 -0.1704 0.5335 -0.0819
C5 -1.6106 0.8136 0.2167
C6 -1.2466 -0.1904 -0.8424
H1 3.1370 -1.5890 -1.2719
H2 0.1630 -0.5505 1.7973
H3 1.1989 0.8393 1.5089
H4 0.4251 1.1690 -0.7332
H5 -2.0904 1.7549 -0.0311
H6 -1.9504 0.3766 1.1547
H7 -1.4751 -1.2444 -0.7080
H8 -1.3476 0.1538 -1.8702

---

Which of these has the lowest energy relative to the best compared isomer or geometry (same formula, charge and spin)?
C3H18O6